[1]
The following is a quantum chemistry calculation of a structure of composition C47H38AsBClCrF2N3O2PS at a distorted geometry, from OMol25.

Structure (ORCA input):
```
! wB97M-V def2-TZVPD RIJCOSX def2/J DEFGRID3
* xyz -1 3
B -1.88 -0.85 1.67
H -5.62 3.93 -1.92
N -3.36 2.61 0.15
H -5.08 -1.58 5.96
H -3.76 -4.50 -3.56
C 0.05 1.39 -4.26
H -4.49 5.08 2.07
C 0.08 -1.86 -0.31
H 0.65 -2.30 -4.11
C 3.35 -1.05 2.53
C 0.14 3.42 0.00
H -0.10 -2.44 0.59
H -2.07 1.10 -4.00
C 3.07 3.03 3.99
C 2.25 -5.12 -4.16
C 2.38 -4.28 -3.06
C -0.46 0.70 4.45
H 1.05 5.03 -1.09
H -3.42 -2.82 -5.35
C -3.15 -0.82 6.52
C 1.04 1.97 3.18
H 5.22 -0.05 2.90
H 4.72 1.79 1.30
H 2.85 5.37 0.61
As 0.94 -4.22 -1.74
C 4.02 0.97 1.43
F -2.56 -1.37 0.57
C -1.09 1.05 -3.54
H 1.41 -1.80 2.02
P 0.20 -0.06 0.17
C -2.60 -3.08 -4.69
C -3.94 -0.82 4.29
C 2.82 0.98 0.71
C -3.46 3.39 1.27
H 2.39 0.78 -1.91
C 2.12 3.80 1.90
C -5.17 4.66 0.08
H -3.93 2.08 -1.73
C -4.16 -1.13 5.63
H -0.64 3.23 -0.72
Cr -1.20 1.22 1.60
F -1.15 -1.84 2.34
S -2.49 3.05 2.62
C -1.72 0.07 4.76
C 2.16 -1.04 1.82
C -5.03 3.81 -1.02
C -0.98 0.64 -2.21
C 1.29 1.29 -3.66
H 3.90 4.64 2.83
H 2.19 1.53 -4.23
H 2.17 -2.43 -0.46
H 5.23 -4.55 -5.69
H 2.61 1.82 0.07
C -0.31 -2.79 -3.99
H -1.21 -1.72 -5.61
C 4.44 -4.48 -4.95
O -2.47 1.60 0.09
C -2.76 -0.24 3.87
C 3.27 -5.22 -5.11
H 3.85 3.08 4.74
H 1.34 -5.69 -4.30
O -2.68 0.01 2.51
N -0.09 1.16 3.25
C 1.10 4.42 -0.19
C 2.09 4.61 0.75
C 1.89 -0.04 0.88
H -1.88 -5.09 -2.06
H 3.69 -2.89 -2.05
H -0.83 -1.93 -0.89
C 0.27 0.57 -1.58
H -0.04 1.72 -5.30
H -1.20 -0.01 6.85
C -0.49 -3.75 -2.99
C 1.40 0.88 -2.33
H 5.49 -3.07 -3.72
H 3.15 -5.87 -5.96
C 1.28 -2.40 -1.08
C 3.11 3.90 2.91
N 0.16 2.63 1.07
H -4.69 -1.04 3.55
H 1.51 -1.79 -1.95
H 2.08 1.41 5.00
C 1.11 2.81 2.03
C 2.06 2.08 4.14
H -1.87 0.38 -1.65
H -5.88 5.48 0.06
C -1.36 -2.46 -4.84
C 4.58 -3.65 -3.85
H 3.53 -1.84 3.26
C 4.29 -0.05 2.33
Cl -3.38 -1.16 8.24
C -2.79 -4.02 -3.69
C -4.12 2.80 -0.94
C -1.97 -0.24 6.11
H 0.16 0.95 5.30
C -1.73 -4.35 -2.84
C 3.56 -3.55 -2.90
C -4.41 4.45 1.19
*
```

For the HOMO energy (alpha / beta), the calculation gives -2.21 / -3.07 eV. As for the LUMO energy (alpha / beta): 2.37 / 2.37 eV.

Electronic structure analysis, Löwdin charges in units of e:
1. B -0.973
2. H 0.097
3. N -0.161
4. H 0.095
5. H 0.098
6. C -0.106
7. H 0.101
8. C -0.368
9. H 0.105
10. C -0.079
11. C -0.126
12. H 0.065
13. H 0.099
14. C -0.112
15. C -0.130
16. C -0.422
17. C -0.082
18. H 0.099
19. H 0.096
20. C -0.666
21. C -0.211
22. H 0.098
23. H 0.105
24. H 0.107
25. As 1.294
26. C -0.084
27. F 0.105
28. C -0.090
29. H 0.108
30. P 1.102
31. C -0.097
32. C 0.006
33. C -0.096
34. C -0.623
35. H 0.092
36. C -0.183
37. C -0.098
38. H 0.132
39. C -0.121
40. H 0.112
41. Cr 0.242
42. F 0.115
43. S 0.812
44. C -0.128
45. C -0.093
46. C -0.080
47. C -0.095
48. C -0.092
49. H 0.096
50. H 0.097
51. H 0.053
52. H 0.094
53. H 0.096
54. C -0.104
55. H 0.099
56. C -0.107
57. O -0.250
58. C -0.218
59. C -0.097
60. H 0.096
61. H 0.098
62. O -0.005
63. N -0.036
64. C -0.065
65. C -0.038
66. C -0.311
67. H 0.088
68. H 0.091
69. H 0.070
70. C -0.305
71. H 0.095
72. H 0.108
73. C -0.419
74. C -0.090
75. H 0.098
76. H 0.096
77. C -0.434
78. C -0.079
79. N -0.034
80. H 0.130
81. H 0.050
82. H 0.095
83. C -0.177
84. C -0.039
85. H 0.095
86. H 0.102
87. C -0.090
88. C -0.094
89. H 0.101
90. C -0.097
91. Cl 0.596
92. C -0.093
93. C -0.029
94. C -0.068
95. H 0.097
96. C -0.126
97. C -0.110
98. C -0.093



[2]
The following is a quantum chemistry calculation of a structure of composition C47H38BrClCrN4O6PS at a distorted geometry, from OMol25.

Structure (ORCA input):
```
! wB97M-V def2-TZVPD RIJCOSX def2/J DEFGRID3
* xyz -1 5
C 2.27 0.94 -1.95
H -2.51 -2.46 6.13
C 2.35 -1.25 -1.23
C 3.67 4.72 -1.03
C -1.60 -2.59 5.56
H -1.16 7.35 -3.18
O -6.03 -1.32 -1.25
N -0.34 1.75 -0.65
C -1.44 -3.91 -2.11
H -1.72 -2.87 -2.16
H -1.58 0.42 5.13
O -1.83 -2.62 0.67
C -4.33 -0.54 0.23
C -1.66 -4.77 -3.16
H -0.46 6.14 -1.14
H 0.42 0.96 4.03
C -1.14 6.27 -3.17
H 4.19 -4.59 -0.62
H -1.04 2.42 -3.11
C 0.72 -2.97 4.12
C 1.03 -0.02 2.22
O -0.09 -0.48 1.91
H 5.37 -2.74 -1.75
H 0.47 4.82 1.99
H -0.47 -7.62 -1.79
C -3.79 -0.88 -2.07
C 4.35 -2.62 -1.42
H -5.03 -0.52 1.05
H 5.37 4.25 0.18
N 0.36 -2.07 -0.32
Br -2.60 0.58 2.08
H 1.85 -4.33 0.10
H 5.37 -0.31 -2.51
C -0.86 -4.38 -0.95
C -1.43 5.08 2.95
H -4.40 4.04 1.72
H -1.01 5.57 3.82
H -1.74 -0.48 -2.53
H 0.08 -4.99 3.85
C 3.58 0.89 -2.39
H -0.23 0.36 6.27
C -2.49 -0.54 -1.76
C -0.14 -4.03 4.30
C -0.74 -6.58 -1.88
C 4.30 4.13 0.05
C -0.71 4.21 -2.02
H -1.82 -0.27 6.74
H -2.92 3.35 -0.14
C -0.60 4.66 1.93
C -2.79 4.87 2.88
H 4.07 2.91 1.80
C -1.29 -3.83 5.03
C 1.57 3.82 -0.29
C 3.67 -3.65 -0.81
C 4.33 -0.26 -2.21
H -1.48 -6.79 -3.87
C -4.73 -0.94 -1.04
O 1.44 -0.77 4.58
C -1.31 -6.11 -3.05
C 0.44 -1.72 4.66
C -1.50 5.56 -4.31
H 2.20 0.89 3.78
C -0.75 5.60 -2.03
H -3.43 5.19 3.68
H 4.03 1.76 -2.85
C -0.51 -5.71 -0.82
C -1.48 4.18 -4.29
H -4.06 -1.10 -3.09
C 3.70 -1.39 -1.63
O 1.93 0.25 1.42
S -0.54 -3.20 0.39
H -2.12 -4.41 -4.08
H 4.24 5.29 -1.75
C -0.74 -1.52 5.38
C -3.34 4.25 1.77
C -1.07 3.50 -3.15
N 1.66 -0.08 -1.35
C 2.31 4.55 -1.21
O 0.09 -3.95 1.45
C 2.22 3.22 0.79
C 1.26 0.33 3.71
H 1.82 4.97 -2.08
H -6.12 -1.65 -2.14
H 1.68 1.84 -2.07
C -2.51 3.84 0.73
H -0.07 -6.05 0.11
C -3.01 -0.19 0.43
H -1.77 3.62 -5.18
H 1.62 -3.08 3.53
C 2.35 -3.53 -0.42
H -1.80 6.09 -5.20
Cr -0.06 -0.09 -0.33
C -1.11 -0.17 5.92
C 1.66 -2.33 -0.63
H 1.64 2.58 1.45
P -0.16 3.27 -0.53
C 3.58 3.38 0.97
Cl -2.38 -5.16 5.28
N -2.06 -0.25 -0.52
C -1.14 4.06 0.80
*
```

For the HOMO energy (alpha / beta), the calculation gives -3.34 / -4.85 eV. As for the LUMO energy (alpha / beta): 2.10 / 2.10 eV. The value obtained for the relative energy (zero: lowest compared OMol25 entry of this formula, charge and spin) is 33.8 kcal per mole.

Atom charges from the Löwdin analysis, given in e for atoms 1 to 99:
1. C -0.104
2. H 0.105
3. C -0.147
4. C -0.103
5. C -0.076
6. H 0.097
7. O 0.068
8. N -0.294
9. C -0.054
10. H 0.082
11. H 0.062
12. O -0.286
13. C -0.044
14. C -0.080
15. H 0.111
16. H 0.112
17. C -0.095
18. H 0.098
19. H 0.090
20. C 0.002
21. C -0.649
22. O -0.184
23. H 0.097
24. H 0.094
25. H 0.099
26. C -0.006
27. C -0.066
28. H 0.109
29. H 0.095
30. N -0.187
31. Br 0.961
32. H 0.084
33. H 0.107
34. C -0.243
35. C -0.094
36. H 0.100
37. H 0.097
38. H 0.120
39. H 0.100
40. C -0.050
41. H 0.082
42. C -0.133
43. C -0.117
44. C -0.084
45. C -0.097
46. C -0.288
47. H 0.075
48. H 0.107
49. C -0.079
50. C -0.101
51. H 0.106
52. C -0.674
53. C -0.281
54. C -0.086
55. C -0.007
56. H 0.095
57. C -0.290
58. O -0.045
59. C -0.100
60. C -0.228
61. C -0.103
62. H 0.124
63. C -0.099
64. H 0.094
65. H 0.099
66. C -0.061
67. C -0.091
68. H 0.113
69. C -0.159
70. O -0.006
71. S 0.639
72. H 0.098
73. H 0.095
74. C -0.194
75. C -0.109
76. C -0.081
77. N 0.013
78. C -0.091
79. O -0.296
80. C -0.096
81. C -0.093
82. H 0.095
83. H 0.106
84. H 0.084
85. C -0.123
86. H 0.108
87. C -0.682
88. H 0.096
89. H 0.127
90. C -0.021
91. H 0.094
92. Cr 0.590
93. C -0.036
94. C -0.248
95. H 0.093
96. P 0.727
97. C -0.066
98. Cl 0.634
99. N -0.080